1.
C29H54BBrN2O10P2 | ωB97M-V/def2-TZVPD

Positions of all 99 atoms, in Å:
C  2.316  -6.701  2.183
C  1.298  -5.586  1.548
O  1.855  -4.879  0.346
C  0.682  -4.051  -0.095
C  1.076  -2.791  -1.047
C  0.744  -1.283  -0.398
C  1.441  -1.403  1.120
C  2.981  -1.928  1.159
C  4.210  -1.546  0.154
C  5.713  -2.179  0.430
C  6.090  -3.197  1.670
C  7.601  -3.783  1.937
C  4.851  -3.583  2.698
C  3.366  -2.951  2.426
O  1.514  -0.372  -1.233
C  0.749  0.368  -2.231
B  0.449  -0.432  -3.646
O  -0.902  -0.938  -4.079
O  1.490  -0.673  -4.710
C  2.218  -1.924  -4.459
C  3.378  -2.012  -5.660
P  2.092  1.682  -2.805
N  2.586  2.720  -1.432
O  3.606  0.835  -3.192
C  -0.534  1.233  -1.631
C  -1.523  1.884  -2.761
C  -2.066  3.425  -2.367
O  -1.245  4.431  -2.033
Br  -4.094  3.632  -2.453
N  -1.214  0.571  -0.412
C  -0.485  1.279  0.754
C  -0.940  2.762  1.180
C  -1.680  2.880  2.676
O  -3.054  3.356  2.459
C  -2.705  0.785  -0.338
C  -3.550  0.094  0.859
C  -4.964  0.982  1.005
O  -2.994  0.002  2.187
C  -0.883  -0.941  -0.317
P  -2.020  -2.144  -1.220
O  -2.411  -3.356  -0.218
H  2.844  -6.308  3.166
H  3.092  -7.090  1.397
H  1.653  -7.623  2.533
H  0.234  -6.061  1.291
H  1.073  -4.796  2.412
H  -0.042  -3.789  0.812
H  0.041  -4.803  -0.767
H  2.244  -2.909  -1.283
H  0.590  -2.968  -2.095
H  1.495  -0.347  1.674
H  0.778  -2.070  1.857
H  4.028  -0.806  -0.732
H  6.567  -1.839  -0.317
H  8.067  -4.218  0.929
H  7.682  -4.547  2.823
H  8.273  -2.840  2.227
H  5.067  -4.319  3.608
H  2.511  -3.232  3.200
H  -0.846  -1.315  -5.012
H  1.521  -2.850  -4.615
H  2.808  -1.914  -3.448
H  3.036  -2.695  -6.564
H  4.442  -2.272  -5.243
H  3.473  -0.916  -6.124
H  3.628  2.876  -1.531
H  2.075  3.642  -1.504
H  4.123  1.459  -3.802
H  0.024  2.239  -1.289
H  -2.390  1.187  -3.134
H  -0.906  2.149  -3.752
H  0.693  1.329  0.546
H  -0.526  0.640  1.764
H  -1.565  3.375  0.372
H  0.049  3.421  1.318
H  -1.585  1.902  3.311
H  -1.132  3.733  3.306
H  -2.995  4.355  2.397
H  -3.300  0.437  -1.318
H  -3.038  1.932  -0.292
H  -3.949  -0.995  0.571
H  -5.863  0.210  1.151
H  -4.975  1.665  1.954
H  -5.173  1.533  -0.007
H  -2.818  -0.951  2.476
H  -1.105  -1.195  0.834
H  -3.333  -1.661  -1.608
H  -1.520  -2.802  -2.393
C  -5.712  7.643  1.692
C  -4.988  6.649  2.615
C  -5.552  6.772  4.040
O  -3.711  6.988  2.654
H  -5.593  8.684  2.020
H  -5.347  7.572  0.660
H  -6.787  7.429  1.672
H  -5.276  5.648  2.264
H  -5.427  7.781  4.456
H  -5.069  6.064  4.726
H  -6.626  6.549  4.045

**HOMO-LUMO gap**: 2.9 eV
**Charge**: 0


2.
C29H55IN2O3PS | ωB97M-V/def2-TZVPD

Positions of all 92 atoms, in Å:
C  0.672  -1.852  2.774
C  -0.604  -2.382  1.991
C  -1.811  -1.386  2.122
N  -1.443  0.017  1.763
C  -1.282  0.298  0.390
C  -1.418  -0.651  -0.816
C  -0.015  -0.801  -1.547
C  -0.175  -0.794  -3.124
C  -1.085  -2.027  -3.565
C  1.210  -0.793  -3.847
C  1.134  -0.780  -5.423
C  0.851  0.630  -6.038
C  0.106  1.659  -5.369
C  0.867  2.589  -4.376
C  -1.401  1.730  -5.687
C  -0.980  1.689  0.426
C  -0.764  2.453  -0.904
S  -2.360  2.347  -1.845
C  -2.573  3.850  -2.889
C  -2.931  5.131  -2.012
N  -0.970  2.154  1.757
P  -0.685  3.812  2.322
C  -1.370  5.060  1.104
C  1.185  4.099  2.359
C  1.980  3.215  1.327
C  -1.249  1.079  2.565
C  -1.400  0.934  4.095
I  0.064  2.001  5.268
C  -2.900  1.228  4.514
C  -3.123  0.856  6.043
H  0.640  -0.764  3.015
H  1.551  -2.022  2.101
H  0.822  -2.413  3.723
H  -0.946  -3.355  2.427
H  -0.381  -2.487  0.903
H  -2.657  -1.639  1.433
H  -2.271  -1.388  3.143
H  -1.729  -1.665  -0.487
H  -2.157  -0.284  -1.565
H  0.730  -0.033  -1.225
H  0.424  -1.811  -1.311
H  -0.791  0.121  -3.340
H  -2.053  -1.664  -3.998
H  -1.308  -2.684  -2.688
H  -0.584  -2.640  -4.352
H  1.792  0.106  -3.539
H  1.831  -1.684  -3.562
H  2.150  -1.082  -5.798
H  0.396  -1.511  -5.827
H  1.264  0.849  -7.053
H  0.295  3.514  -4.105
H  1.133  2.081  -3.409
H  1.786  2.942  -4.905
H  -2.010  1.126  -4.970
H  -1.537  1.273  -6.707
H  -1.831  2.763  -5.745
H  -0.385  3.490  -0.785
H  -0.017  1.860  -1.488
H  -1.729  4.035  -3.588
H  -3.486  3.654  -3.508
H  -3.622  4.760  -1.218
H  -1.985  5.535  -1.584
H  -3.432  5.852  -2.700
H  -2.358  4.757  0.681
H  -0.622  5.289  0.303
H  -1.508  6.015  1.671
H  1.443  5.181  2.287
H  1.497  3.767  3.382
H  1.732  3.505  0.279
H  3.081  3.401  1.443
H  1.828  2.128  1.522
H  -1.243  -0.151  4.317
H  -3.231  2.256  4.256
H  -3.506  0.474  3.940
H  -3.886  0.039  6.129
H  -3.464  1.716  6.657
H  -2.178  0.403  6.441
C  5.669  -5.808  3.631
C  4.295  -6.248  4.094
O  3.262  -5.565  3.367
C  3.012  -6.038  2.142
O  3.559  -6.969  1.614
O  2.057  -5.273  1.590
C  1.754  -5.619  0.238
H  5.760  -4.720  3.679
H  6.447  -6.257  4.250
H  5.847  -6.097  2.594
H  4.162  -5.985  5.143
H  4.172  -7.329  4.014
H  1.522  -6.679  0.143
H  2.587  -5.349  -0.412
H  0.878  -5.045  -0.060

**HOMO-LUMO gap**: 5.9 eV
**Charge**: +1


3.
C29H55NO21S3 | ωB97M-V/def2-TZVPD

Positions of all 109 atoms, in Å:
C  2.476  -3.349  3.467
O  2.718  -2.418  2.363
C  2.120  -1.155  2.771
C  0.911  -0.648  1.826
C  -0.426  -1.170  2.558
C  -1.804  -0.825  1.795
C  -3.127  -1.443  2.480
S  -3.572  -3.038  1.573
O  -4.169  -4.010  2.570
O  -4.465  -2.768  0.378
O  -2.158  -3.751  0.983
O  0.892  0.804  2.134
S  0.524  1.745  0.790
O  -0.682  2.532  1.278
O  1.511  2.803  0.379
O  0.254  0.428  -0.247
C  1.045  -0.732  0.224
N  0.404  -1.847  -0.532
C  0.745  -3.024  -0.049
O  1.210  -4.158  0.200
S  2.692  -0.421  -0.602
C  2.288  0.390  -2.257
O  3.485  -1.669  -0.928
O  3.572  0.495  0.226
H  2.938  -4.383  3.289
H  2.866  -2.976  4.485
H  1.322  -3.510  3.511
H  2.973  -0.362  2.789
H  1.669  -1.270  3.839
H  -0.471  -0.615  3.582
H  -0.395  -2.301  2.841
H  -1.911  0.335  1.824
H  -1.772  -1.188  0.706
H  -3.050  -1.624  3.611
H  -4.030  -0.738  2.271
H  -2.300  -4.173  0.101
H  3.159  0.317  -2.998
H  1.325  -0.147  -2.638
H  1.987  1.495  -2.107
O  -2.145  4.357  -3.787
C  -2.131  4.907  -2.704
O  -1.657  6.162  -2.589
C  -1.768  6.963  -1.403
C  -0.633  6.672  -0.443
C  -2.553  4.170  -1.466
H  -2.752  6.847  -0.940
H  -1.703  8.004  -1.730
H  -0.651  5.633  -0.101
H  -0.691  7.323  0.433
H  0.332  6.826  -0.933
H  -1.713  3.577  -1.098
H  -3.379  3.505  -1.723
H  -2.921  4.818  -0.671
O  3.393  2.467  -3.891
C  2.966  2.737  -4.999
O  3.106  1.859  -6.007
C  2.480  1.995  -7.293
C  3.313  2.864  -8.213
C  2.362  4.082  -5.279
H  1.452  2.353  -7.194
H  2.417  0.987  -7.711
H  3.417  3.880  -7.824
H  2.861  2.919  -9.206
H  4.325  2.459  -8.308
H  3.162  4.797  -5.489
H  1.811  4.405  -4.395
H  1.646  4.080  -6.100
O  5.423  6.028  -5.168
C  5.814  5.761  -4.049
O  6.451  6.693  -3.315
C  6.783  6.542  -1.926
C  8.100  5.813  -1.759
C  5.676  4.369  -3.503
H  5.966  6.067  -1.376
H  6.878  7.553  -1.523
H  8.054  4.799  -2.164
H  8.375  5.750  -0.703
H  8.896  6.333  -2.300
H  6.506  3.758  -3.864
H  4.736  3.949  -3.862
H  5.633  4.325  -2.416
O  -0.736  -8.399  3.907
C  -1.171  -8.132  2.806
O  -1.032  -9.009  1.793
C  -1.667  -8.874  0.513
C  -0.847  -7.999  -0.411
C  -1.786  -6.790  2.530
H  -2.698  -8.524  0.620
H  -1.727  -9.882  0.093
H  -0.748  -6.982  -0.021
H  -1.306  -7.944  -1.402
H  0.167  -8.396  -0.515
H  -0.994  -6.070  2.316
H  -2.334  -6.471  3.418
H  -2.508  -6.796  1.714
O  -5.872  -0.396  6.155
C  -6.238  -1.549  6.047
O  -7.178  -1.878  5.142
C  -7.541  -3.226  4.806
C  -8.580  -3.765  5.767
C  -5.718  -2.607  6.978
H  -6.657  -3.866  4.738
H  -7.970  -3.187  3.801
H  -8.199  -3.807  6.791
H  -8.893  -4.770  5.474
H  -9.459  -3.114  5.786
H  -6.294  -2.584  7.904
H  -4.672  -2.390  7.198
H  -5.739  -3.612  6.557

**HOMO-LUMO gap**: 9.6 eV
**Charge**: 0
**Structure (SMILES)**: COC[C@@]1(CCCS(=O)(=O)O)OS(=O)(=O)O[C@@]1(N=C=O)S(C)(=O)=O.CCOC(C)=O.CCOC(C)=O.CCOC(C)=O.CCOC(C)=O.CCOC(C)=O


What F_max values result from the calculations? In sequence: 9.5, 3.5, 8.3 eV/A.